Density functional theory data (the ωB97M-V functional and the def2-TZVPD basis) for a 2-piece molecular cluster, CH4O3S overall.

Output
HOMO level (alpha / beta) ... -0.3611 / -0.3612 hartree
E_tot ... -664.2709 hartree
Net charge ... 0
2S+1 ... 1
E_LUMO (alpha / beta) ... -1.891 / -1.891 eV
Energy relative to the best compared isomer or geometry (same formula, charge and spin) ... 94.9 kcal per mole

Last column: Löwdin charge in e.
Positions of all 9 atoms, in Å:
1 C -0.63 -0.33 -0.29  -0.543
2 O -1.05 -1.04 0.87  -0.057
3 O 2.06 0.69 0.43  -0.493
4 O 0.17 -0.95 -1.12  -0.196
5 S 2.36 -0.73 -0.29  0.894
6 H -0.43 0.65 0.25  0.131
7 H -1.51 0.08 -0.82  0.141
8 H -1.57 -1.82 0.60  0.090
9 H 2.08 1.30 -0.31  0.033